{
  "formula": "C30H45BrFeO2P2",
  "method": "ωB97M-V with the def2-TZVPD basis set",
  "symbols": ["Fe", "C", "C", "C", "C", "C", "C", "H", "H", "H", "C", "H", "H", "H", "C", "H", "H", "H", "C", "H", "H", "H", "C", "H", "H", "H", "C", "C", "C", "C", "C", "C", "C", "C", "H", "H", "H", "H", "H", "H", "H", "H", "H", "H", "H", "H", "P", "C", "C", "P", "C", "C", "C", "H", "H", "H", "H", "H", "H", "H", "H", "H", "H", "H", "H", "H", "H", "Br", "C", "C", "C", "C", "C", "C", "C", "O", "O", "H", "H", "H", "H"],
  "xyz": [[0.07, 1.16, 0.72], [0.67, 1.07, 2.96], [0.30, 2.35, 2.42], [-1.50, 0.89, 2.19], [-0.41, 0.18, 2.78], [-1.08, 2.25, 1.97], [1.93, 0.76, 3.67], [2.80, 1.28, 3.25], [2.15, -0.31, 3.66], [1.87, 1.06, 4.73], [-0.50, -1.22, 3.24], [0.45, -1.61, 3.62], [-0.80, -1.87, 2.42], [-1.26, -1.35, 4.02], [-2.84, 0.31, 2.02], [-3.28, 0.07, 3.00], [-2.80, -0.62, 1.45], [-3.51, 1.00, 1.50], [-1.92, 3.34, 1.44], [-2.39, 3.85, 2.28], [-2.69, 2.93, 0.79], [-1.32, 4.05, 0.88], [1.13, 3.56, 2.46], [0.95, 4.14, 3.38], [0.89, 4.21, 1.61], [2.19, 3.31, 2.42], [1.26, -1.52, -0.21], [2.15, -0.65, 0.30], [2.59, 0.81, -0.10], [1.76, 1.40, -1.26], [0.31, 1.86, -1.15], [-0.79, 0.96, -1.59], [-0.82, -0.55, -1.73], [0.45, -1.48, -1.47], [3.63, 0.73, -0.54], [1.60, 0.42, -1.85], [2.70, 1.56, 0.74], [1.18, -1.43, -2.30], [0.98, -2.38, 0.42], [2.78, -1.08, 1.10], [-0.03, -2.47, -1.52], [-1.63, -0.98, -1.07], [-1.77, 1.45, -1.74], [-1.17, -0.77, -2.80], [2.35, 2.16, -1.82], [0.07, 2.89, -1.53], [2.66, -0.11, -3.11], [3.30, -1.49, -4.13], [3.82, 1.22, -3.55], [0.06, 1.65, -3.49], [1.23, 0.41, -4.11], [0.81, 3.23, -3.96], [-1.26, 1.45, -4.69], [2.50, -2.17, -4.44], [4.06, -2.06, -3.56], [3.78, -1.08, -5.03], [4.05, 1.11, -4.61], [4.76, 1.09, -2.99], [3.45, 2.24, -3.38], [-0.74, 1.45, -5.66], [-1.96, 2.29, -4.64], [-1.77, 0.50, -4.55], [0.66, -0.49, -4.37], [1.63, 0.82, -5.04], [0.01, 3.98, -4.04], [1.24, 3.08, -4.95], [1.58, 3.60, -3.27], [-0.16, -4.90, 2.26], [-1.85, -4.49, 3.02], [-2.11, -4.79, 4.36], [-3.32, -4.40, 4.94], [-4.29, -3.76, 4.15], [-4.03, -3.49, 2.80], [-2.79, -3.84, 2.23], [-2.46, -3.52, 0.77], [-2.73, -4.45, -0.01], [-1.97, -2.38, 0.55], [-1.35, -5.32, 4.94], [-3.50, -4.62, 5.99], [-5.24, -3.47, 4.60], [-4.79, -3.01, 2.18]],
  "e_homo_ev": [-9.40, -9.40],
  "total_charge": 1,
  "energy_ha": -5840.5162,
  "s_squared": 8.808,
  "multiplicity": 6,
  "e_above_lowest_kj_mol": 281.3
}



{
  "formula": "C30H41Br2F4N2O15",
  "method": "ωB97M-V with the def2-TZVPD basis set",
  "symbols": ["C", "C", "F", "C", "C", "C", "C", "F", "Br", "C", "F", "F", "Br", "C", "O", "C", "C", "C", "C", "O", "C", "N", "N", "C", "O", "H", "H", "H", "H", "H", "H", "H", "H", "H", "H", "H", "H", "H", "H", "H", "H", "H", "C", "C", "C", "O", "C", "O", "O", "H", "H", "H", "H", "H", "H", "C", "C", "C", "O", "C", "O", "O", "H", "H", "H", "H", "H", "H", "C", "C", "C", "O", "C", "O", "O", "H", "H", "H", "H", "H", "H", "C", "C", "C", "O", "C", "O", "O", "H", "H", "H", "H", "H", "H"],
  "xyz": [[4.18, -7.01, 3.09], [3.31, -5.72, 2.54], [3.72, -4.49, 3.33], [3.43, -5.48, 0.90], [5.02, -5.22, 0.69], [5.46, -4.58, -0.75], [6.29, -3.13, -0.60], [7.44, -3.22, 0.32], [7.07, -2.69, -2.43], [5.33, -1.88, -0.15], [6.27, -0.75, 0.21], [4.51, -2.11, 1.07], [4.21, -1.13, -1.68], [2.31, -4.34, 0.55], [2.25, -3.74, -0.79], [0.82, -5.09, 0.62], [-0.39, -4.51, -0.32], [-0.69, -2.82, 0.18], [-0.60, -2.57, 1.89], [-1.99, -2.59, 1.01], [1.37, -6.60, 0.33], [2.77, -6.73, 0.35], [3.56, -7.81, 0.01], [3.19, -8.29, -1.24], [2.82, -9.09, -2.26], [3.62, -7.98, 2.69], [5.32, -6.98, 2.84], [4.08, -7.01, 4.27], [2.19, -5.92, 2.90], [5.56, -6.28, 0.79], [5.53, -4.55, 1.53], [4.62, -4.50, -1.55], [6.28, -5.32, -1.21], [2.25, -3.45, 1.33], [2.37, -4.53, -1.42], [0.44, -5.19, 1.74], [-0.16, -4.47, -1.47], [-1.42, -5.04, -0.14], [-0.25, -1.91, -0.57], [-0.69, -1.42, 2.09], [-1.08, -3.43, 2.55], [0.82, -7.61, 0.12], [-3.01, 2.52, -0.87], [-2.01, 1.66, -1.61], [-2.15, 0.20, -1.32], [-0.83, -0.28, -1.53], [0.01, 0.77, -1.27], [1.22, 0.67, -1.14], [-0.69, 1.94, -1.16], [-2.85, 3.58, -1.09], [-4.04, 2.25, -1.14], [-2.90, 2.41, 0.22], [-2.06, 1.87, -2.68], [-2.85, -0.30, -2.00], [-2.43, -0.02, -0.29], [-2.58, 8.68, -3.39], [-2.81, 7.67, -2.28], [-1.86, 6.51, -2.32], [-2.61, 5.48, -1.72], [-3.92, 5.76, -1.96], [-4.84, 4.99, -1.77], [-4.07, 7.03, -2.44], [-3.32, 9.49, -3.32], [-1.58, 9.11, -3.33], [-2.71, 8.22, -4.37], [-2.80, 8.17, -1.30], [-0.94, 6.71, -1.76], [-1.59, 6.20, -3.34], [4.84, -0.96, 4.68], [3.38, -1.04, 5.09], [2.68, 0.29, 5.06], [1.66, 0.12, 6.04], [2.14, -0.81, 6.93], [1.62, -1.05, 8.01], [3.26, -1.42, 6.45], [5.30, -1.95, 4.74], [4.94, -0.58, 3.66], [5.40, -0.31, 5.36], [2.85, -1.78, 4.47], [2.24, 0.51, 4.09], [3.32, 1.12, 5.37], [-8.26, 6.29, -2.01], [-8.54, 7.16, -3.22], [-7.74, 6.77, -4.42], [-7.64, 7.99, -5.13], [-7.71, 8.99, -4.20], [-7.46, 10.16, -4.41], [-8.11, 8.49, -2.99], [-8.85, 6.63, -1.15], [-8.50, 5.24, -2.20], [-7.20, 6.36, -1.70], [-9.61, 7.17, -3.43], [-8.24, 6.01, -5.03], [-6.72, 6.43, -4.19]],
  "e_homo_ev": -11.74,
  "total_charge": 1,
  "energy_ha": -7952.6136,
  "multiplicity": 1
}



{
  "formula": "Cl2F2H2N3O2PS2",
  "method": "ωB97M-V with the def2-TZVPD basis set",
  "symbols": ["N", "N", "N", "O", "O", "F", "F", "P", "S", "S", "Cl", "Cl", "H", "H"],
  "xyz": [[-1.03, 1.75, 1.07], [-0.91, -0.92, 0.49], [-0.17, 0.73, -1.22], [0.86, 2.92, -0.38], [-2.47, 0.25, -0.58], [-1.59, 2.64, -1.13], [1.43, 0.36, 1.39], [-1.84, 0.35, 1.07], [-0.31, 2.13, -0.30], [-1.18, -0.53, -1.16], [2.80, 1.13, 2.05], [-3.36, -0.17, 2.16], [-0.50, -1.69, 1.10], [0.82, 0.77, -1.75]],
  "e_homo_ev": -18.45,
  "total_charge": 2,
  "energy_ha": -2572.8935,
  "multiplicity": 1,
  "e_above_lowest_kj_mol": 360.7
}